72
Properties=species:S:1:pos:R:3:forces:R:3 method="wB97M-V/def2-TZVPD" total_charge=+1 spin_multiplicity=1 homo_ev=-10.7 de_lowest_kj_mol=0.00
Ti 1.0590 -0.8028 -0.8048 -0.408 0.254 -0.176
O -2.0350 -3.8041 -5.3878 0.059 -0.038 -0.036
C -0.8799 -3.5986 -5.8055 0.130 0.107 0.124
O -0.1685 -4.0895 -6.6752 -0.073 -0.035 -0.088
C -0.1636 -2.5464 -4.9041 -0.199 -0.150 -0.065
C 1.2015 -2.6431 -4.6636 -0.028 0.025 0.117
C 1.7382 -1.9796 -3.5811 -0.021 0.024 0.013
N 0.9885 -1.1723 -2.8057 0.141 0.211 0.118
C -0.3224 -0.9637 -3.1390 -0.215 -0.084 -0.167
C -0.9264 -1.6351 -4.1611 0.088 -0.100 -0.054
C -1.1035 -0.1193 -2.1773 0.445 -0.237 -0.296
O -2.2707 0.0487 -2.1707 -0.036 0.285 0.147
O -0.2251 0.3797 -1.2095 -0.028 -0.209 0.334
H 1.7941 -3.3015 -5.2853 0.005 -0.001 0.005
H 2.7763 -2.1020 -3.2978 0.009 0.005 0.042
H -1.9865 -1.5505 -4.3604 -0.023 0.033 0.061
F -6.0437 -4.4525 -3.6994 -0.004 0.025 -0.057
C -5.8040 -4.9777 -2.4941 0.018 0.038 0.022
F -5.7614 -6.3085 -2.6316 0.016 -0.078 -0.004
F -6.8482 -4.6845 -1.7066 -0.024 0.009 0.037
C -4.5044 -4.4531 -1.9275 0.021 -0.013 -0.008
C -3.3401 -4.6518 -2.6605 -0.090 0.035 0.027
C -2.1489 -4.1703 -2.1611 0.095 0.026 0.020
C -2.1237 -3.4638 -0.9490 0.030 -0.094 -0.210
C -3.3020 -3.2804 -0.2156 0.000 0.068 0.001
C -4.4892 -3.7848 -0.7081 0.006 -0.003 -0.011
C -0.9076 -2.8759 -0.5235 0.108 -0.010 0.295
C 0.1452 -2.3525 -0.1418 -0.134 -0.124 0.009
H -3.3463 -5.1420 -3.6265 -0.041 0.023 0.034
H -1.2409 -4.3388 -2.7192 0.078 0.077 -0.060
H -3.2824 -2.7372 0.7195 0.013 -0.008 -0.009
H -5.4078 -3.6481 -0.1562 -0.001 -0.004 -0.005
C 5.3912 2.7191 1.6613 -0.023 0.023 0.005
C 4.2064 3.6074 2.0288 0.024 -0.011 0.006
C 3.5544 4.2802 0.8237 -0.010 -0.005 0.002
C 2.7546 3.3307 -0.0646 0.009 0.034 0.020
N 1.5841 2.7926 0.6412 0.072 0.064 -0.054
C 1.4190 1.5608 1.1393 -0.046 0.056 -0.055
Se 2.6244 0.1170 0.8987 0.126 -0.051 -0.086
N 0.2555 1.4957 1.7999 -0.094 -0.069 0.046
C -0.2998 0.3627 2.5536 -0.038 0.038 0.031
C -0.2034 0.5956 4.0584 0.030 0.009 -0.003
C 1.2287 0.6177 4.5888 -0.003 -0.018 0.011
C 1.8911 -0.7567 4.5982 -0.017 0.030 0.010
C -0.3718 2.7341 1.7102 0.040 -0.057 -0.022
C -1.6068 3.1763 2.1735 -0.068 0.010 0.032
C -1.9466 4.4788 1.8750 0.028 -0.016 -0.006
C -1.0905 5.3135 1.1363 0.008 -0.030 0.008
C 0.1304 4.8708 0.6733 0.009 0.087 -0.032
C 0.4728 3.5576 0.9791 0.002 -0.055 -0.015
H 5.8696 2.3192 2.5548 -0.006 -0.017 -0.010
H 6.1415 3.2892 1.1102 -0.003 -0.007 0.019
H 5.0981 1.8701 1.0404 0.005 0.011 -0.006
H 4.5433 4.3874 2.7132 0.000 0.002 -0.004
H 3.4553 3.0350 2.5870 0.015 -0.007 0.002
H 4.3256 4.7374 0.1987 -0.017 -0.001 -0.012
H 2.9021 5.0914 1.1535 0.002 -0.004 0.006
H 3.3611 2.4892 -0.3921 -0.024 -0.031 0.005
H 2.3828 3.8426 -0.9523 -0.008 -0.009 -0.010
H 0.2357 -0.5363 2.2557 0.031 -0.005 -0.011
H -1.3363 0.2510 2.2336 -0.004 0.003 -0.014
H -0.7637 -0.2033 4.5503 -0.008 -0.005 -0.019
H -0.7129 1.5292 4.3064 0.009 0.001 0.002
H 1.2103 1.0132 5.6055 -0.002 0.001 -0.002
H 1.8288 1.3299 4.0093 0.006 -0.016 0.005
H 1.3091 -1.4586 5.1982 0.014 0.007 0.004
H 2.8912 -0.7032 5.0275 0.000 -0.009 -0.016
H 1.9879 -1.1781 3.5958 -0.006 -0.003 0.002
H -2.2739 2.5341 2.7316 0.007 0.010 -0.003
H -2.8975 4.8683 2.2110 0.003 -0.006 0.000
H -1.4023 6.3263 0.9216 0.005 -0.005 -0.002
H 0.7795 5.5139 0.0952 -0.010 -0.008 0.010

4
Properties=species:S:1:pos:R:3:forces:R:3 method="wB97M-V/def2-TZVPD" spin_multiplicity=1 homo_ev="-10.5 / -10.5" de_lowest_kj_mol=265.80
N 0.5927 -0.4006 -0.0399 -3.113 -1.937 2.818
Br -2.2390 0.1420 0.0275 2.761 -0.358 -0.133
H 0.8897 0.1103 -0.7966 0.552 2.101 -2.530
H 0.7566 0.1483 0.8091 -0.199 0.194 -0.155

71
Properties=species:S:1:pos:R:3:forces:R:3 method="wB97M-V/def2-TZVPD" total_charge=-1 spin_multiplicity=1 homo_ev=-5.0
Bi 0.4509 -0.1107 -1.4741 -0.119 0.049 -0.169
O -1.0999 2.1263 2.4577 0.179 -0.109 0.103
C -0.6233 1.1426 1.8996 -0.544 0.146 -0.316
O 0.3456 1.1197 1.0615 0.141 0.012 0.199
C -1.2935 -0.2290 2.1531 0.240 0.008 0.091
P -0.6136 -1.5187 1.0479 0.117 -0.052 0.120
C -1.6104 -2.9886 1.4918 -0.089 0.043 -0.092
C -1.3523 -3.7916 2.5999 -0.013 -0.001 0.041
C -2.1722 -4.8728 2.8892 0.014 0.012 0.020
C -3.2613 -5.1620 2.0782 -0.006 0.017 -0.025
C -3.5226 -4.3722 0.9674 -0.005 -0.026 0.023
C -2.6954 -3.2983 0.6736 0.027 -0.015 -0.036
C 1.0114 -1.9366 1.7678 -0.035 -0.032 0.033
C 1.6147 -1.2216 2.7969 -0.003 0.009 -0.042
C 2.8838 -1.5672 3.2399 0.009 -0.007 0.002
C 3.5610 -2.6312 2.6631 0.003 0.012 0.020
C 2.9663 -3.3496 1.6359 -0.010 0.007 -0.012
C 1.7028 -3.0001 1.1893 0.006 -0.024 -0.017
H -2.3659 -0.1526 1.9750 -0.031 0.042 -0.030
H -1.1675 -0.4976 3.2049 -0.027 -0.018 0.020
H -0.5007 -3.5769 3.2344 0.003 0.012 -0.008
H -1.9584 -5.4920 3.7518 -0.004 -0.001 -0.002
H -3.8987 -6.0073 2.3060 0.002 0.000 -0.001
H -4.3600 -4.6003 0.3201 0.001 0.000 0.000
H -2.8788 -2.7042 -0.2154 0.009 -0.007 0.018
H 1.1171 -0.3703 3.2403 -0.011 0.010 0.014
H 3.3487 -0.9904 4.0296 0.001 0.000 -0.002
H 4.5556 -2.8905 3.0038 0.000 0.003 -0.003
H 3.4942 -4.1695 1.1654 -0.001 0.000 0.004
H 1.2530 -3.5491 0.3685 0.003 0.008 0.023
C 3.9051 3.3687 -1.7972 -0.023 -0.007 0.005
C 3.0109 2.1401 -1.6769 0.074 -0.019 -0.090
O 1.6388 2.5178 -1.5151 -0.105 -0.027 0.024
P 3.3898 1.1448 -0.1758 -0.024 0.273 0.311
O 4.9629 1.2720 0.0188 0.024 -0.109 -0.051
O 2.8327 1.9620 1.0373 0.223 0.006 -0.138
O 2.9014 -0.2425 -0.3179 -0.010 -0.127 -0.026
P 3.2023 0.9912 -3.1004 -0.013 0.056 0.029
O 2.9684 2.0701 -4.2916 0.084 -0.082 -0.047
O 4.5586 0.4047 -3.0977 0.021 0.002 0.043
O 1.9711 0.0750 -3.1349 -0.040 0.039 0.020
H 3.8852 3.9382 -0.8670 -0.010 -0.008 -0.001
H 3.5365 3.9970 -2.6079 0.008 0.001 -0.008
H 4.9311 3.0791 -2.0192 0.002 0.011 0.002
H 1.2406 2.6973 -2.3798 0.013 0.001 -0.010
H 5.3949 0.7221 -0.6570 -0.015 0.057 -0.008
H 1.8427 1.8097 1.1568 -0.127 -0.139 -0.052
H 2.9431 1.6417 -5.1563 -0.070 0.041 0.051
C -4.6955 0.0201 -0.2386 0.014 -0.006 0.045
C -3.8293 1.2560 -0.1666 0.034 -0.008 -0.034
O -2.5780 1.0163 -0.8473 -0.039 -0.046 0.070
P -2.2291 1.8989 -2.1554 0.140 -0.020 -0.038
O -0.8027 1.4194 -2.4665 -0.050 0.124 -0.013
Te -3.8009 1.7387 -3.8631 -0.065 -0.013 -0.038
O -2.1768 3.3950 -1.6193 0.012 0.025 0.006
C -1.3775 3.7098 -0.4445 -0.014 -0.028 0.005
C -0.6866 5.0296 -0.6782 0.010 0.005 0.008
H -5.6301 0.1917 0.2997 0.002 -0.003 -0.006
H -4.1917 -0.8342 0.2164 0.002 0.015 0.012
H -4.9258 -0.2154 -1.2778 0.010 0.013 -0.004
H -3.5754 1.5264 0.8597 0.011 -0.002 0.017
H -4.3355 2.1055 -0.6315 0.000 -0.008 -0.001
H -0.6556 2.9178 -0.2517 0.047 -0.005 -0.015
H -2.0533 3.7521 0.4093 0.007 0.008 0.005
H -0.0228 4.9684 -1.5411 0.005 -0.008 0.007
H -0.0874 5.2825 0.1978 -0.008 -0.003 0.000
H -1.4121 5.8249 -0.8531 -0.005 -0.002 -0.003
I -0.1068 -3.5709 -2.4722 0.000 -0.024 -0.025
C -0.6842 -1.5437 -2.8413 0.038 -0.078 -0.031
H -1.7611 -1.4874 -2.7007 -0.001 0.002 0.007
H -0.4287 -1.3280 -3.8751 -0.020 -0.006 -0.007